1.
A 2-piece molecular cluster, C5H16NO2 overall in a non-equilibrium geometry, computed with ωB97M-V/def2-TZVPD.

Cartesian coordinates (Å):
1 C 0.236 -1.688 -2.018
2 C 0.715 -0.875 -0.826
3 C 0.456 0.623 -0.935
4 C 0.549 1.440 0.362
5 C 1.936 1.430 0.988
6 O 2.061 0.155 1.694
7 N -0.121 -1.368 0.344
8 H -0.724 -2.188 -1.952
9 H 0.922 -2.559 -2.039
10 H 0.519 -1.406 -3.029
11 H 1.761 -1.039 -0.573
12 H -0.604 0.684 -1.234
13 H 1.044 1.101 -1.715
14 H -0.198 1.179 1.118
15 H 0.284 2.477 0.128
16 H 2.798 1.433 0.328
17 H 1.931 2.266 1.687
18 H 1.668 0.243 2.571
19 H 0.313 -0.899 1.149
20 H 0.010 -2.374 0.492
21 H -1.115 -1.309 0.139
22 H -4.569 1.565 0.695
23 H -5.093 0.463 1.758
24 O -4.778 0.645 0.867

The calculation puts the relative energy (zero: lowest compared OMol25 entry of this formula, charge and spin) at 28.3 kcal per mole. The calculation puts the lowest unoccupied orbital energy at -3.15 eV. The calculation puts the HOMO-LUMO gap at 11.098 eV. As for the total charge: +1. The HOMO energy comes out at -0.52342 Eh. The multiplicity is 1.

2.
An isolated molecule of C5H5Cl2NS in a non-equilibrium geometry, computed with ωB97M-V/def2-TZVPD.

Cartesian coordinates (Å):
1 C -0.093 0.632 1.333
2 C -1.389 0.281 1.080
3 C 0.983 0.721 0.434
4 C -1.801 -0.025 -0.315
5 C 1.713 -0.221 -0.107
6 N -1.075 0.054 -1.321
7 S 3.052 -0.003 -1.179
8 Cl -3.429 -0.763 -0.323
9 Cl 1.353 -1.938 0.284
10 H -0.012 0.889 2.391
11 H -2.092 0.025 1.854
12 H 1.218 1.722 0.062
13 H -1.387 -0.313 -2.284
14 H 2.958 -1.062 -1.909

The calculation puts the lowest unoccupied orbital energy (spin up / spin down) at 0.66 / -3.05 eV. The calculation puts the HOMO-LUMO gap (spin up / spin down) at 7.217 / 5.884 eV. As for the total charge: 0. The HOMO energy (spin up / spin down) comes out at -0.24088 / -0.32831 Eh. The multiplicity is 3.

3.
C3H33NO12 as an isolated structure in a non-equilibrium geometry, computed with ωB97M-V/def2-TZVPD.

Cartesian coordinates (Å):
1 C 0.041 -0.249 0.798
2 N 0.901 0.695 1.515
3 C 0.699 0.651 2.964
4 C 2.307 0.498 1.162
5 H -1.003 -0.064 1.060
6 H 0.301 -1.285 1.044
7 H 0.131 -0.061 -0.270
8 H 1.307 1.417 3.442
9 H -0.349 0.841 3.196
10 H 0.985 -0.330 3.346
11 H 2.662 -0.497 1.444
12 H 2.931 1.261 1.630
13 H 2.436 0.612 0.084
14 H -2.151 1.704 0.921
15 H -0.739 2.206 1.296
16 O -1.606 2.058 1.682
17 H 2.175 -1.857 -1.681
18 H 2.405 -3.376 -1.559
19 O 2.134 -2.607 -1.045
20 H -1.282 1.939 -4.028
21 H -0.205 1.799 -2.888
22 O -1.082 1.481 -3.202
23 H -2.152 -0.065 3.910
24 H -1.435 0.747 2.809
25 O -1.316 -0.001 3.438
26 H -3.488 -2.211 0.219
27 H -2.174 -2.045 -0.565
28 O -3.091 -1.708 -0.498
29 H 0.192 -2.639 2.718
30 H -0.846 -1.485 2.673
31 O -0.582 -2.329 2.241
32 H 0.524 3.950 -0.022
33 H 0.938 2.539 0.559
34 O 1.223 3.288 0.015
35 H 1.112 -0.799 -3.092
36 H 2.564 -0.771 -3.661
37 O 2.099 -0.611 -2.831
38 H 1.403 2.523 -1.600
39 H 1.723 1.201 -2.367
40 O 1.378 2.098 -2.490
41 H -0.746 -0.180 -3.500
42 H -0.758 -1.596 -2.820
43 O -0.320 -1.064 -3.505
44 H -3.081 0.062 -0.333
45 H -2.525 1.258 -1.166
46 O -2.985 1.037 -0.345
47 H -0.550 -2.578 0.500
48 H 0.421 -2.752 -0.725
49 O -0.523 -2.705 -0.472

The calculation puts the lowest unoccupied orbital energy (spin up / spin down) at -2.74 / -7.72 eV. The calculation puts the HOMO-LUMO gap (spin up / spin down) at 11.683 / 6.694 eV. As for the total charge: +1. The HOMO energy (spin up / spin down) comes out at -0.52997 / -0.52971 Eh. The multiplicity is 2.

4.
A 9-piece molecular cluster, C30H84N6O12 overall in a non-equilibrium geometry, computed with ωB97M-V/def2-TZVPD.

Cartesian coordinates (Å):
1 C 0.098 -0.860 -5.803
2 O 1.465 -0.420 -5.668
3 C 1.736 -0.094 -4.285
4 C 3.297 -0.079 -4.167
5 C 3.931 -1.296 -4.701
6 N 3.665 0.213 -2.769
7 H -0.432 -0.341 -5.025
8 H 0.054 -1.983 -5.580
9 H -0.344 -0.690 -6.772
10 H 1.261 0.872 -3.992
11 H 1.306 -0.781 -3.555
12 H 3.581 0.754 -4.787
13 H 4.999 -1.320 -4.665
14 H 3.603 -1.359 -5.721
15 H 3.504 -2.137 -4.135
16 H 3.236 1.111 -2.500
17 H 4.703 0.294 -2.628
18 C 0.687 -3.474 3.498
19 O 0.989 -2.124 3.859
20 C -0.079 -1.536 4.446
21 C 0.177 -0.077 4.659
22 C 1.435 0.345 5.442
23 N -1.071 0.453 5.228
24 H 1.643 -3.904 3.123
25 H 0.014 -3.495 2.621
26 H 0.293 -4.026 4.311
27 H -1.058 -1.599 3.908
28 H -0.384 -2.009 5.397
29 H 0.251 0.409 3.681
30 H 2.261 0.062 4.815
31 H 1.592 -0.088 6.477
32 H 1.430 1.464 5.495
33 H -1.019 0.238 6.224
34 H -1.050 1.438 5.099
35 C -1.288 -6.090 -4.643
36 O -1.001 -5.318 -3.478
37 C 0.268 -5.559 -2.889
38 C 0.456 -4.553 -1.757
39 C 1.702 -4.773 -1.015
40 N -0.710 -4.458 -0.847
41 H -0.661 -5.849 -5.508
42 H -2.306 -5.812 -4.906
43 H -1.336 -7.162 -4.461
44 H 0.270 -6.572 -2.401
45 H 1.080 -5.372 -3.626
46 H 0.513 -3.673 -2.394
47 H 2.599 -4.841 -1.682
48 H 1.626 -5.707 -0.468
49 H 1.846 -3.975 -0.290
50 H -1.568 -4.453 -1.362
51 H -0.758 -5.296 -0.268
52 C 2.787 3.327 0.047
53 O 3.128 2.833 1.341
54 C 4.460 2.352 1.414
55 C 4.976 2.245 2.822
56 C 5.293 3.584 3.466
57 N 6.155 1.369 2.796
58 H 2.864 2.460 -0.603
59 H 3.510 4.107 -0.279
60 H 1.787 3.708 0.119
61 H 4.528 1.439 0.915
62 H 5.164 3.011 0.822
63 H 4.214 1.712 3.410
64 H 5.991 4.098 2.773
65 H 5.762 3.402 4.437
66 H 4.343 4.137 3.601
67 H 6.403 1.209 3.753
68 H 5.971 0.479 2.403
69 C -3.785 -3.655 -3.891
70 O -3.843 -2.443 -3.202
71 C -2.696 -1.615 -3.382
72 C -3.122 -0.232 -2.812
73 C -2.069 0.794 -2.964
74 N -3.235 -0.367 -1.300
75 H -2.827 -4.173 -3.851
76 H -4.133 -3.554 -4.912
77 H -4.639 -4.246 -3.442
78 H -1.800 -1.947 -2.872
79 H -2.393 -1.533 -4.424
80 H -4.100 0.056 -3.240
81 H -1.230 0.412 -2.328
82 H -2.496 1.679 -2.502
83 H -1.789 0.991 -3.986
84 H -3.895 -1.070 -0.993
85 H -2.359 -0.776 -0.973
86 C -0.370 4.458 5.858
87 O -0.541 3.596 4.782
88 C -1.495 4.098 3.868
89 C -1.616 3.086 2.800
90 C -0.343 2.986 1.929
91 N -2.792 3.381 1.947
92 H -1.000 4.095 6.739
93 H -0.724 5.499 5.624
94 H 0.660 4.434 6.214
95 H -2.467 4.228 4.349
96 H -1.093 5.043 3.483
97 H -1.801 2.116 3.257
98 H -0.177 3.899 1.420
99 H -0.459 2.307 1.125
100 H 0.545 2.713 2.545
101 H -3.520 3.777 2.556
102 H -3.202 2.534 1.549
103 O -4.418 1.079 0.675
104 C -4.193 -0.129 1.466
105 C -5.418 -1.030 1.519
106 O -5.993 -1.251 0.225
107 H -4.047 0.812 -0.200
108 H -3.345 -0.678 1.078
109 H -3.895 0.235 2.456
110 H -6.257 -0.720 2.159
111 H -5.040 -2.031 1.840
112 H -6.577 -0.503 0.112
113 O -0.670 -1.557 -0.504
114 C 0.072 -0.854 0.514
115 C 1.390 -0.271 0.130
116 O 2.447 -1.231 -0.225
117 H -0.549 -2.526 -0.401
118 H -0.598 -0.039 0.720
119 H 0.103 -1.425 1.461
120 H 1.659 0.223 1.086
121 H 1.308 0.455 -0.622
122 H 2.587 -1.069 -1.226
123 O 0.096 3.450 -2.689
124 C -0.569 4.499 -1.862
125 C -1.693 3.994 -0.990
126 O -1.960 5.009 -0.020
127 H -0.432 3.382 -3.510
128 H 0.171 4.945 -1.183
129 H -0.979 5.298 -2.490
130 H -1.378 3.115 -0.505
131 H -2.596 3.734 -1.553
132 H -2.258 4.545 0.798

The calculation puts the relative energy (zero: lowest compared OMol25 entry of this formula, charge and spin) at 190.2 kcal per mole. The calculation puts the lowest unoccupied orbital energy at 0.59 eV. The calculation puts the HOMO-LUMO gap at 9.751 eV. As for the total charge: 0. The HOMO energy comes out at -0.33677 Eh. The multiplicity is 1. Its SMILES is COC[C@H](C)N.COC[C@H](C)N.COC[C@H](C)N.COC[C@H](C)N.COC[C@H](C)N.COC[C@H](C)N.OCCO.OCCO.OCCO.

5.
A 2-piece molecular cluster, C3HF7S overall in a non-equilibrium geometry, computed with ωB97M-V/def2-TZVPD.

Cartesian coordinates (Å):
1 C 0.278 0.902 -0.071
2 C 1.667 0.367 0.348
3 C -1.171 -0.741 0.192
4 F -0.363 1.804 0.534
5 F 0.352 1.151 -1.428
6 F 2.103 -0.691 -0.336
7 F 2.676 1.242 0.203
8 F 1.658 -0.056 1.624
9 F -1.981 -0.236 1.085
10 F -0.506 -1.685 0.868
11 S -1.790 -1.364 -1.359
12 H -2.923 -0.692 -1.660

The calculation puts the lowest unoccupied orbital energy at 0.17 eV. The calculation puts the HOMO-LUMO gap at 9.852 eV. As for the total charge: 0. The HOMO energy comes out at -0.35571 Eh. The multiplicity is 1.

6.
A 29-piece molecular cluster, C6H65FN3O29S overall in a non-equilibrium geometry, computed with ωB97M-V/def2-TZVPD.

Cartesian coordinates (Å):
1 C 1.092 -6.175 -1.611
2 C 1.018 -4.872 -0.718
3 F -0.295 -4.275 -1.047
4 N 2.113 -3.987 -1.025
5 C 1.666 -2.640 -0.672
6 C 2.869 -1.640 -0.442
7 S 2.105 0.089 -0.388
8 C 0.351 -0.081 0.001
9 N -0.746 0.119 -0.736
10 N -1.753 -0.225 0.127
11 C -1.263 -0.607 1.305
12 O 0.112 -0.525 1.265
13 H 1.795 -6.926 -1.185
14 H 1.373 -5.821 -2.632
15 H 0.043 -6.569 -1.646
16 H 0.986 -5.109 0.381
17 H 1.053 -2.238 -1.510
18 H 1.099 -2.696 0.310
19 H 3.682 -1.716 -1.199
20 H 3.270 -1.854 0.578
21 H -1.789 -0.967 2.207
22 O 1.009 -5.492 2.606
23 H 0.308 -5.331 3.249
24 H 1.520 -6.214 2.991
25 O 1.983 3.483 -0.005
26 H 1.998 2.520 -0.062
27 H 2.265 3.771 -0.884
28 O 3.029 3.976 -2.737
29 H 3.805 3.451 -2.967
30 H 2.324 3.601 -3.282
31 O -5.198 0.735 0.271
32 H -5.333 1.243 1.083
33 H -4.301 0.378 0.366
34 O 0.372 5.727 1.660
35 H 0.944 4.988 1.411
36 H 0.636 5.932 2.564
37 O 4.384 -5.379 -3.215
38 H 3.798 -5.007 -2.535
39 H 3.951 -5.139 -4.041
40 O 5.411 -0.850 1.174
41 H 5.287 -0.357 1.994
42 H 6.307 -1.201 1.246
43 O 0.112 -1.577 -3.244
44 H -0.148 -0.966 -2.541
45 H -0.725 -1.939 -3.555
46 O -2.746 -2.828 -3.265
47 H -3.409 -2.627 -2.593
48 H -2.252 -3.571 -2.893
49 O -1.916 3.390 2.143
50 H -1.403 4.143 1.821
51 H -2.827 3.608 1.909
52 O -6.927 2.797 -1.438
53 H -6.523 2.233 -0.766
54 H -6.474 2.548 -2.251
55 O -3.771 4.468 3.906
56 H -3.105 3.771 3.966
57 H -3.309 5.257 4.208
58 O -5.464 1.529 2.992
59 H -5.767 0.649 3.235
60 H -4.852 1.768 3.693
61 O 1.639 6.450 -3.461
62 H 0.969 6.678 -2.803
63 H 2.104 5.696 -3.072
64 O -6.099 -2.472 1.154
65 H -5.557 -1.736 0.842
66 H -6.993 -2.238 0.876
67 O 0.775 3.838 4.224
68 H 1.552 3.318 3.985
69 H 0.069 3.470 3.675
70 O -3.973 -0.467 3.724
71 H -4.274 -1.352 3.965
72 H -3.353 -0.235 4.426
73 O 6.129 -4.025 -1.196
74 H 6.922 -4.515 -1.435
75 H 5.436 -4.426 -1.743
76 O 8.078 -0.038 0.418
77 H 8.477 -0.360 -0.397
78 H 7.175 0.199 0.161
79 O 4.723 2.652 1.895
80 H 4.806 3.570 2.174
81 H 3.919 2.643 1.359
82 O -5.490 -3.455 -3.117
83 H -5.102 -3.768 -3.943
84 H -6.399 -3.237 -3.349
85 O 0.716 9.106 -5.470
86 H 0.047 9.332 -4.814
87 H 1.178 8.352 -5.080
88 O -1.089 6.565 -3.914
89 H -0.313 6.036 -4.140
90 H -1.792 6.190 -4.457
91 O -2.432 -2.890 4.166
92 H -2.005 -3.467 4.810
93 H -2.004 -3.114 3.330
94 O -1.940 4.122 -5.752
95 H -1.926 3.159 -5.790
96 H -1.655 4.396 -6.631
97 O 8.497 -1.567 3.422
98 H 8.887 -0.777 3.811
99 H 8.526 -1.398 2.472
100 O 1.619 -2.772 3.740
101 H 1.710 -3.732 3.681
102 H 1.903 -2.459 2.871
103 O -8.662 -3.399 2.302
104 H -8.797 -2.892 3.110
105 H -7.767 -3.751 2.393

The calculation puts the lowest unoccupied orbital energy at 1.55 eV. The calculation puts the HOMO-LUMO gap at 4.571 eV. As for the total charge: -1. The HOMO energy comes out at -0.11099 Eh. The multiplicity is 1.